Record 1
Molecular formula: C5H7FNS
Method: DFT, ωB97M-V/def2-TZVPD

* electronic energy: -747.1237 hartree
* frontier orbital gap: 7.11 eV
* 2S+1: 1
* HOMO: -13.61 eV
* relative energy (zero: lowest compared OMol25 entry of this formula, charge and spin): 2.941 eV
* LUMO: -0.2389 Eh
* net charge: +1

The geometry in XYZ format:
```
15
Properties=species:S:1:pos:R:3:mulliken_charge:R:1
S -3.437 -0.488 -0.393 0.10
F -2.493 1.703 0.727 -0.21
N -1.012 -0.914 0.304 0.25
C 0.290 1.163 -0.067 -1.60
C -0.890 0.326 -0.147 0.73
C -2.261 -1.428 0.215 -0.06
C 0.167 -1.601 0.744 -0.87
C -2.192 0.984 -0.454 -0.08
H 0.940 -0.774 1.169 0.25
H 1.239 0.709 -0.515 0.41
H 0.529 1.055 1.044 0.48
H -2.268 1.464 -1.424 0.46
H 0.643 -1.974 -0.052 0.44
H -0.071 -2.399 1.453 0.32
H 0.179 2.162 -0.328 0.39
```

=====

Record 2
Molecular formula: C5H7FO
Method: DFT, ωB97M-V/def2-TZVPD

* electronic energy: -369.6294 hartree
* frontier orbital gap (alpha / beta): 6.94 / 6.94 eV
* 2S+1: 1
* HOMO (alpha / beta): -7.05 / -7.05 eV
* relative energy (zero: lowest compared OMol25 entry of this formula, charge and spin): 4.614 eV
* LUMO (alpha / beta): -0.0041 / -0.0041 Eh
* net charge: 0

The geometry in XYZ format:
```
14
Properties=species:S:1:pos:R:3:mulliken_charge:R:1
F -1.984 0.934 2.558 -0.28
O 0.366 -1.519 0.038 -0.45
C 0.191 0.418 -1.369 -1.30
C -0.985 0.065 2.339 0.03
C 0.355 0.496 2.447 -0.61
C 0.019 -0.159 -0.121 0.50
C -0.244 0.622 1.021 -0.06
H 0.864 1.305 -1.232 0.29
H 1.150 -0.139 2.660 0.22
H 0.778 -0.277 -2.024 0.41
H -0.589 0.661 -2.038 0.32
H 0.412 -1.763 -0.867 0.32
H -1.383 -0.874 2.313 0.40
H -0.678 1.696 0.831 0.21
```

=====

Record 3
Molecular formula: C5H7FO
Method: DFT, ωB97M-V/def2-TZVPD

* SMILES: C=C/C(=C\F)CO
* electronic energy: -369.7016 hartree
* frontier orbital gap: 9.48 eV
* 2S+1: 1
* HOMO: -8.89 eV
* relative energy (zero: lowest compared OMol25 entry of this formula, charge and spin): 2.651 eV
* LUMO: 0.0214 Eh
* net charge: 0

The geometry in XYZ format:
```
14
Properties=species:S:1:pos:R:3:mulliken_charge:R:1
F -2.272 -1.049 -0.147 -0.25
O 2.430 0.306 -0.348 -0.50
C -1.719 1.467 -0.071 -0.73
C 0.017 -0.264 0.157 0.68
C 1.471 -0.613 0.342 -0.66
C -0.902 -1.297 0.042 -0.13
C -0.475 1.117 0.230 -0.31
H 1.795 -0.406 1.424 0.19
H 2.595 -0.360 -1.158 0.33
H -0.408 -2.351 -0.263 0.20
H -1.964 2.497 -0.328 0.24
H -2.489 0.761 -0.243 0.35
H 1.680 -1.740 -0.065 0.33
H 0.240 1.933 0.430 0.27
```

=====

Record 4
Molecular formula: C5H7FOS2
Method: DFT, ωB97M-V/def2-TZVPD

* electronic energy: -1166.0178 hartree
* frontier orbital gap (alpha / beta): 7.02 / 7.02 eV
* 2S+1: 3
* HOMO (alpha / beta): -6.52 / -9.18 eV
* LUMO (alpha / beta): 0.0181 / -0.0795 Eh
* net charge: 0

The geometry in XYZ format:
```
16
Properties=species:S:1:pos:R:3:mulliken_charge:R:1
S -0.919 -0.212 -1.619 -0.03
S 1.385 -0.554 0.147 -0.05
F 0.039 1.911 1.738 -0.22
O -2.649 2.660 0.616 -0.48
C 0.190 -1.539 -2.243 -1.08
C 0.005 0.276 -0.217 0.23
C 1.286 -0.552 1.971 -0.83
C -1.879 1.854 0.189 -0.05
C -0.629 1.476 0.642 0.28
H 0.299 -2.350 -1.683 0.39
H 1.685 0.384 2.459 0.26
H 1.115 -0.962 -2.342 0.34
H 0.228 -0.624 2.163 0.29
H 2.041 -1.385 2.278 0.31
H -2.091 1.416 -0.864 0.27
H -0.105 -1.798 -3.234 0.36
```

=====

Record 5
Molecular formula: C5H7N
Method: DFT, ωB97M-V/def2-TZVPD

* SMILES: C=CC#N.C=C
* electronic energy: -249.3966 hartree
* frontier orbital gap: 10.45 eV
* 2S+1: 1
* HOMO: -10.04 eV
* relative energy (zero: lowest compared OMol25 entry of this formula, charge and spin): 2.087 eV
* LUMO: 0.0153 Eh
* net charge: 0

The geometry in XYZ format:
```
13
Properties=species:S:1:pos:R:3:mulliken_charge:R:1
N -1.581 -0.984 2.217 -0.41
C 0.637 -1.079 -1.513 -0.68
C 0.898 1.113 0.802 -0.56
C -0.650 -0.755 -1.484 -0.45
C -0.985 -0.074 1.823 0.29
C -0.291 1.115 1.403 -0.11
H -1.327 -1.172 -0.742 0.30
H 1.060 -1.783 -0.799 0.33
H -0.807 2.042 1.625 0.30
H 1.412 0.199 0.530 0.25
H -1.074 -0.037 -2.182 0.22
H 1.328 -0.635 -2.226 0.26
H 1.380 2.050 0.545 0.26
```

=====

Record 6
Molecular formula: C5H7N
Method: DFT, ωB97M-V/def2-TZVPD

* electronic energy: -249.2694 hartree
* frontier orbital gap (alpha / beta): 9.10 / 7.25 eV
* 2S+1: 1
* HOMO (alpha / beta): -8.82 / -7.08 eV
* relative energy (zero: lowest compared OMol25 entry of this formula, charge and spin): 5.545 eV
* LUMO (alpha / beta): 0.0105 / 0.0060 Eh
* net charge: 0

The geometry in XYZ format:
```
13
Properties=species:S:1:pos:R:3:mulliken_charge:R:1
N -1.686 -0.712 0.827 -0.67
C 1.204 -0.268 0.492 -0.62
C -0.714 1.050 -0.287 -0.69
C 0.679 0.987 -0.168 -0.11
C 0.354 -0.844 -0.552 -0.44
C -1.090 -0.368 -0.400 0.27
H 2.270 -0.437 0.342 0.28
H -1.713 -0.619 -1.265 0.36
H -0.974 -0.629 1.553 0.29
H 0.935 -0.384 1.545 0.20
H -1.330 1.933 -0.411 0.39
H 0.746 -1.508 -1.320 0.34
H 1.361 1.798 -0.414 0.40
```

=====

Record 7
Molecular formula: C5H7N
Method: DFT, ωB97M-V/def2-TZVPD

* SMILES: C#CC(=C)NC
* electronic energy: -249.3090 hartree
* frontier orbital gap: 9.51 eV
* 2S+1: 1
* HOMO: -8.66 eV
* relative energy (zero: lowest compared OMol25 entry of this formula, charge and spin): 4.469 eV
* LUMO: 0.0314 Eh
* net charge: 0

The geometry in XYZ format:
```
13
Properties=species:S:1:pos:R:3:mulliken_charge:R:1
N -0.510 1.015 0.641 -0.44
C -0.955 -0.992 -0.571 -0.45
C 0.758 1.235 -0.276 -0.75
C -1.496 -1.442 -1.550 0.31
C 0.594 -0.827 1.397 -0.70
C -0.383 -0.383 0.601 -0.33
H -1.462 1.294 0.349 0.31
H 1.505 1.758 0.323 0.33
H 1.334 -1.560 1.107 0.29
H 0.477 1.734 -1.189 0.34
H -1.982 -1.914 -2.374 0.44
H 0.771 -0.200 2.260 0.37
H 1.294 0.318 -0.630 0.28
```

=====

Record 8
Molecular formula: C5H7N
Method: DFT, ωB97M-V/def2-TZVPD

* SMILES: C=CCCC#N
* electronic energy: -249.4320 hartree
* frontier orbital gap: 11.11 eV
* 2S+1: 1
* HOMO: -10.21 eV
* relative energy (zero: lowest compared OMol25 entry of this formula, charge and spin): 1.121 eV
* LUMO: 0.0332 Eh
* net charge: 0

The geometry in XYZ format:
```
13
Properties=species:S:1:pos:R:3:mulliken_charge:R:1
N 3.136 0.108 -1.717 -0.40
C 0.327 0.446 0.221 -0.51
C 0.954 -0.773 -0.438 -0.47
C -2.103 0.583 0.456 -0.74
C 2.231 -0.376 -1.171 0.21
C -0.969 -0.021 0.835 -0.11
H -3.033 0.200 0.839 0.27
H -0.999 -0.821 1.586 0.30
H 0.223 -1.182 -1.166 0.30
H -2.065 1.366 -0.313 0.23
H 1.135 -1.523 0.306 0.30
H 1.023 0.737 1.030 0.27
H 0.140 1.255 -0.467 0.35
```

=====

Record 9
Molecular formula: C5H7N
Method: DFT, ωB97M-V/def2-TZVPD

* electronic energy: -249.3698 hartree
* frontier orbital gap: 10.79 eV
* 2S+1: 1
* HOMO: -9.84 eV
* relative energy (zero: lowest compared OMol25 entry of this formula, charge and spin): 2.815 eV
* LUMO: 0.0349 Eh
* net charge: 0

The geometry in XYZ format:
```
13
Properties=species:S:1:pos:R:3:mulliken_charge:R:1
N 0.526 1.497 -0.868 -0.60
C 1.900 -0.520 0.116 -0.84
C 0.714 0.382 -0.283 0.35
C -1.512 -0.469 0.982 -0.66
C -0.807 1.654 -0.279 -0.32
C -0.684 0.261 0.307 0.30
H -0.812 2.305 0.611 0.22
H 1.396 -1.070 0.953 0.24
H -1.734 1.870 -0.984 0.27
H 2.791 0.031 0.451 0.29
H -2.625 -0.127 1.112 0.20
H 2.161 -1.122 -0.801 0.24
H -1.443 -1.489 1.297 0.31
```

=====

Record 10
Molecular formula: C5H7N
Method: DFT, ωB97M-V/def2-TZVPD

* SMILES: Cc1cc[nH]c1
* electronic energy: -249.4169 hartree
* frontier orbital gap: 8.95 eV
* 2S+1: 1
* HOMO: -7.81 eV
* relative energy (zero: lowest compared OMol25 entry of this formula, charge and spin): 1.533 eV
* LUMO: 0.0416 Eh
* net charge: 0

The geometry in XYZ format:
```
13
Properties=species:S:1:pos:R:3:mulliken_charge:R:1
N 0.025 1.703 0.603 -0.01
C 0.965 0.168 -0.695 -0.52
C -0.007 -0.471 0.102 0.56
C -0.644 -1.801 -0.216 -1.14
C -0.453 0.475 1.008 -0.46
C 0.828 1.535 -0.491 -0.46
H 1.827 -0.372 -1.082 0.34
H -0.155 -2.646 0.272 0.27
H -0.619 -1.955 -1.306 0.32
H 0.878 2.310 -1.248 0.30
H -1.717 -1.798 0.035 0.31
H -0.646 0.232 2.046 0.28
H -0.282 2.596 0.956 0.20
```

=====

Record 11
Molecular formula: C5H7N
Method: DFT, ωB97M-V/def2-TZVPD

* SMILES: C1[C@H]2CN3[C@H]2[C@H]13
* electronic energy: -249.2868 hartree
* frontier orbital gap: 9.88 eV
* 2S+1: 1
* HOMO: -8.80 eV
* relative energy (zero: lowest compared OMol25 entry of this formula, charge and spin): 5.072 eV
* LUMO: 0.0399 Eh
* net charge: 0

The geometry in XYZ format:
```
13
Properties=species:S:1:pos:R:3:mulliken_charge:R:1
N 0.198 -0.151 1.556 -0.60
C 0.306 0.980 0.475 -0.66
C 0.668 -1.127 0.318 -0.25
C -0.945 0.222 0.794 0.10
C -0.571 -0.628 -0.454 -0.51
C 0.077 0.632 -1.020 -0.53
H -1.830 0.755 1.087 0.43
H 0.699 -2.023 0.887 0.32
H 0.907 0.506 -1.723 0.30
H -1.194 -1.310 -1.035 0.43
H 0.750 1.860 0.885 0.50
H 1.589 -1.071 -0.343 0.19
H -0.654 1.354 -1.427 0.28
```

=====

Record 12
Molecular formula: C5H7N
Method: DFT, ωB97M-V/def2-TZVPD

* electronic energy: -249.3158 hartree
* frontier orbital gap: 10.62 eV
* 2S+1: 1
* HOMO: -9.53 eV
* relative energy (zero: lowest compared OMol25 entry of this formula, charge and spin): 4.285 eV
* LUMO: 0.0400 Eh
* net charge: 0

The geometry in XYZ format:
```
13
Properties=species:S:1:pos:R:3:mulliken_charge:R:1
N 0.595 -0.120 -1.342 -0.46
C -0.026 -1.181 0.400 -0.56
C 0.108 1.158 0.826 -0.72
C 0.822 0.124 0.069 -0.17
C -0.587 -0.802 -0.920 -0.54
C -0.476 2.101 1.395 0.15
H 0.380 0.714 -1.772 0.25
H 1.843 0.082 0.408 0.35
H -0.748 3.035 1.797 0.47
H 0.782 -2.013 0.124 0.24
H -0.643 -1.157 1.322 0.33
H -1.424 -0.196 -0.775 0.36
H -0.626 -1.743 -1.532 0.31
```

=====

- Which of these has the highest 2S+1?
  C5H7FOS2